Record 1
C42H27F5N2O9TeZr | ωB97M-V/def2-TZVPD

The HOMO-LUMO gap is 7.117 eV. Its HOMO energy is -7.720 eV. For the total energy, the calculation gives -3218.02740 a.u. The energy above the lowest of the compared OMol25 structures with the same formula, charge and spin comes out at 0.587 eV.

Geometry as XYZ:
```
87
Properties=species:S:1:pos:R:3:forces:R:3
Zr 0.5597 0.3085 -1.6423 0.495 1.054 -0.498
O 1.1413 -5.6501 -3.4157 -0.008 -0.012 -0.019
C 1.0789 -4.3982 -2.9334 0.017 -0.011 0.001
C 2.2159 -3.6145 -2.7274 0.098 -0.208 0.042
C 2.0373 -2.3482 -2.2295 -0.064 0.252 -0.019
N 0.8299 -1.8842 -1.9315 -0.048 -0.470 -0.530
C -0.2673 -2.5881 -2.2173 -0.005 0.224 -0.060
C -0.1948 -3.8670 -2.7021 -0.018 -0.186 0.070
C -1.5166 -1.7051 -2.1629 0.144 -0.236 -0.226
O -2.6057 -2.1419 -1.8810 -0.037 0.016 -0.073
O -1.1992 -0.4708 -2.4629 -0.527 -0.489 0.109
C 3.1090 -1.2601 -2.1755 -0.179 -0.050 0.033
O 4.2728 -1.5283 -2.3267 0.073 0.010 -0.028
O 2.5784 -0.0788 -1.9784 0.442 -0.393 -0.227
H 2.0551 -5.9000 -3.5970 0.000 0.016 0.019
H 3.2123 -3.9531 -2.9847 -0.019 0.009 0.001
H -1.0842 -4.4296 -2.9495 0.012 0.014 0.023
O -1.2470 1.8852 -1.1477 -0.231 0.218 0.625
C -1.1227 2.4103 0.1974 0.113 0.064 -0.188
C 0.2583 1.8711 0.6938 -0.289 0.384 -0.060
O 0.4714 1.5783 1.8482 0.176 0.155 0.089
O 1.1084 1.7599 -0.3008 -0.330 0.024 1.082
C -2.3184 1.9581 1.0179 0.065 -0.108 -0.019
C -2.4172 2.3344 2.3559 0.009 -0.022 -0.001
C -3.5287 1.9740 3.1008 0.002 -0.019 0.023
C -4.5568 1.2411 2.5184 0.023 -0.034 0.007
C -4.4595 0.8645 1.1883 0.047 -0.028 -0.004
C -3.3434 1.2199 0.4375 -0.017 -0.032 0.003
C -1.0847 3.9331 0.1521 0.066 0.008 -0.057
C -0.1683 4.6691 0.8926 0.006 -0.002 -0.030
C -0.1714 6.0559 0.8218 -0.020 0.019 0.008
C -1.0874 6.7134 0.0152 -0.034 -0.024 -0.033
C -2.0096 5.9801 -0.7210 0.040 -0.011 0.000
C -2.0108 4.5959 -0.6497 -0.057 0.034 0.043
H -1.0222 2.5998 -1.7634 0.129 -0.108 -0.082
H -1.6235 2.9136 2.8101 -0.016 -0.011 -0.003
H -3.5961 2.2710 4.1409 0.001 0.002 -0.037
H -5.4291 0.9681 3.1000 0.030 0.005 -0.009
H -5.2496 0.2864 0.7247 0.009 0.024 0.006
H -3.2675 0.9164 -0.5989 -0.005 0.003 0.024
H 0.5528 4.1645 1.5247 0.009 0.027 -0.021
H 0.5515 6.6238 1.3937 -0.009 -0.023 0.000
H -1.0850 7.7944 -0.0433 0.009 -0.020 0.007
H -2.7297 6.4859 -1.3518 0.011 -0.009 0.020
H -2.7502 4.0281 -1.2049 0.029 0.013 0.006
N -0.5230 -0.6615 0.1461 -0.522 0.222 0.117
C -1.2129 -1.0847 0.9542 -0.061 -0.332 0.316
C -1.9694 -1.6764 2.0141 -0.082 0.141 -0.106
C -2.9798 -2.5873 1.7100 -0.014 0.037 -0.084
C -3.7062 -3.1424 2.7476 -0.023 -0.018 0.044
C -3.4324 -2.7800 4.0624 -0.005 -0.012 -0.045
C -2.4276 -1.8663 4.3513 0.019 0.027 0.036
C -1.6850 -1.3068 3.3260 0.057 0.063 0.005
H -3.1858 -2.8286 0.6740 0.002 -0.019 0.019
H -4.4914 -3.8551 2.5321 0.009 0.024 0.006
H -4.0105 -3.2121 4.8696 0.011 0.001 -0.021
H -2.2248 -1.5854 5.3767 -0.002 -0.013 -0.029
H -0.8985 -0.5870 3.5173 -0.036 0.018 0.019
C 3.7220 -2.3480 1.0182 -0.056 -0.041 0.022
Te 2.5502 -0.5401 0.9543 0.987 -0.062 0.703
C 2.4647 -0.8678 3.0682 -0.206 -0.077 0.001
C 3.7480 -1.5829 3.3949 0.033 -0.068 0.000
C 4.3316 -1.5236 4.6555 -0.027 -0.028 -0.005
C 5.4878 -2.2399 4.9297 0.015 -0.003 -0.003
C 6.0711 -3.0190 3.9397 -0.028 0.016 -0.021
C 5.5065 -3.0630 2.6721 0.001 0.015 0.027
C 4.3504 -2.3442 2.3896 0.005 0.018 0.022
H 4.4680 -2.3474 0.2266 0.005 0.059 -0.014
H 3.0762 -3.2180 0.8816 -0.025 0.000 -0.004
H 1.6014 -1.4901 3.3150 0.003 -0.002 0.008
H 2.3563 0.0833 3.5838 0.049 0.037 -0.051
H 3.8810 -0.9061 5.4247 -0.005 -0.034 -0.011
H 5.9375 -2.1824 5.9132 -0.005 -0.007 -0.020
H 6.9722 -3.5812 4.1494 0.003 0.023 -0.004
H 5.9755 -3.6487 1.8892 -0.013 0.012 0.021
F -0.9865 1.0532 -8.2201 0.003 -0.002 -0.002
C -0.6058 1.2456 -6.9552 -0.045 -0.010 -0.088
C -0.8566 2.4504 -6.3258 -0.026 0.086 -0.052
F -1.4852 3.4209 -6.9907 0.011 -0.006 0.017
C -0.4661 2.6552 -5.0148 -0.023 0.187 0.154
F -0.7418 3.8245 -4.4236 -0.031 0.020 -0.018
C 0.1865 1.6691 -4.2851 0.134 -0.127 -0.145
O 0.5715 1.8223 -3.0238 -0.307 -0.127 -0.642
C 0.4119 0.4703 -4.9554 0.151 -0.054 0.174
F 1.0246 -0.5036 -4.2339 -0.128 0.029 -0.372
C 0.0344 0.2378 -6.2572 0.029 -0.074 0.002
F 0.2736 -0.9400 -6.8363 0.003 0.012 0.009
```
Positions in Å, forces in eV/Å.

---

Record 2
C55H70BMoN14O2PS | ωB97M-V/def2-TZVPD

The HOMO-LUMO gap (alpha / beta) is 4.729 / 4.171 eV. Its HOMO energy (alpha / beta) is -11.142 / -11.136 eV. For the total energy, the calculation gives -3887.09417 a.u. The net charge is +2. The energy above the lowest of the compared OMol25 structures with the same formula, charge and spin comes out at 1.266 eV. The expectation value of S² is 2.02. Its spin multiplicity is 3.

Geometry as XYZ:
```
145
Properties=species:S:1:pos:R:3:forces:R:3
Mo -0.0381 0.2984 0.9064 -1.362 -0.266 0.599
C -3.4305 -1.2524 3.9364 -0.008 0.181 0.049
C -1.9845 -0.9587 3.7788 0.190 -0.168 0.021
C -0.9240 -1.5163 4.4644 0.087 0.057 -0.206
C 0.2387 -0.8864 3.9974 -0.272 -0.144 0.343
N -0.1170 -0.0200 3.0337 0.320 -0.106 -0.027
N -1.4798 -0.0289 2.9334 -0.371 -0.076 0.271
B -2.2030 1.2981 2.5138 -0.383 0.105 -0.457
N -2.9448 1.1104 1.1859 -0.194 0.176 0.043
N -2.2203 1.4862 0.0843 0.359 0.030 0.001
C -3.0996 1.7633 -0.8775 -0.109 0.036 0.030
C -4.4009 1.5092 -0.4099 0.023 -0.114 0.122
C -4.2687 1.1257 0.9039 -0.052 0.014 -0.307
C -5.3522 0.7925 1.8701 0.088 0.022 0.071
C -2.8035 2.4581 -2.1831 0.163 0.001 -0.074
C -3.6707 3.7267 -2.2390 0.045 -0.083 0.003
C -3.1509 1.5397 -3.3586 0.075 0.011 0.120
C -1.3355 2.8636 -2.2385 -0.158 -0.113 0.039
N -1.1532 2.4105 2.2374 -0.175 0.112 0.569
N 0.1582 2.2313 1.8752 0.097 0.186 -0.103
C 0.7284 3.4587 1.8575 -0.139 0.309 -0.031
C -0.2665 4.4108 2.0817 -0.035 -0.148 -0.169
C -1.4407 3.7161 2.3075 0.206 0.109 -0.059
C -2.8030 4.2529 2.5662 -0.018 -0.144 0.127
C 2.2014 3.8271 1.9195 0.183 -0.100 -0.068
C 2.4367 4.3466 3.3539 -0.055 0.018 -0.035
C 3.1700 2.6619 1.6888 -0.141 0.070 0.001
C 2.5176 4.9563 0.9298 -0.082 -0.056 0.106
C 1.5689 -0.9281 4.7125 0.295 -0.002 -0.126
C 1.3882 0.0339 5.9055 -0.051 -0.015 -0.023
C 2.7287 -0.4238 3.8570 -0.193 -0.028 -0.018
C 1.8805 -2.3357 5.2288 -0.144 0.068 -0.034
H -3.5578 -2.0728 4.6381 -0.023 0.002 0.005
H -3.8862 -1.5303 2.9877 -0.012 0.010 0.009
H -3.9605 -0.3802 4.3214 -0.025 -0.010 0.003
H -0.9890 -2.2777 5.2217 -0.009 0.055 0.093
H -2.9382 1.6441 3.3857 -0.063 -0.056 0.071
H -5.3243 1.6265 -0.9496 -0.025 0.066 -0.006
H -6.2802 1.2553 1.5426 -0.014 -0.001 0.023
H -5.1192 1.1478 2.8726 -0.037 0.010 0.020
H -5.5227 -0.2844 1.9194 -0.015 0.004 0.025
H -4.7280 3.4786 -2.3184 -0.033 0.041 0.020
H -3.3982 4.3250 -3.1090 -0.006 -0.017 -0.032
H -3.5228 4.3340 -1.3446 -0.015 0.040 -0.002
H -4.1975 1.2373 -3.3195 -0.018 -0.017 -0.019
H -2.5306 0.6424 -3.3244 0.008 -0.040 -0.080
H -2.9828 2.0579 -4.3038 0.019 -0.022 -0.022
H -1.1272 3.4361 -3.1431 0.009 -0.041 -0.050
H -0.7167 1.9663 -2.2353 0.055 -0.002 -0.102
H -1.0942 3.4873 -1.3727 0.044 0.029 -0.002
H -0.1488 5.4798 2.1020 0.022 0.020 0.090
H -2.8073 5.3261 2.3948 -0.022 0.007 0.004
H -3.1063 4.0644 3.5970 -0.028 0.021 0.000
H -3.5368 3.7824 1.9102 -0.007 0.037 -0.024
H 2.2994 3.5434 4.0803 -0.008 0.002 0.031
H 1.7571 5.1585 3.6058 -0.008 0.005 0.015
H 3.4572 4.7211 3.4391 0.029 -0.040 0.008
H 2.7038 1.7106 1.9262 0.095 -0.030 0.048
H 4.0439 2.7771 2.3289 0.033 -0.014 -0.016
H 3.5190 2.6399 0.6606 0.004 -0.058 -0.044
H 1.9484 5.8576 1.1539 -0.004 0.024 -0.033
H 2.3006 4.6575 -0.0967 0.002 0.015 -0.027
H 3.5770 5.2046 1.0004 0.011 0.027 -0.025
H 1.1576 1.0413 5.5539 0.016 0.021 0.017
H 2.3060 0.0717 6.4922 0.032 -0.021 -0.013
H 0.5797 -0.2968 6.5571 -0.015 0.014 0.013
H 2.4237 0.4634 3.3049 0.086 0.041 0.025
H 3.0735 -1.1874 3.1623 0.026 0.030 -0.030
H 3.5675 -0.1537 4.4973 0.025 -0.011 0.001
H 1.1422 -2.6754 5.9544 0.009 -0.009 0.032
H 2.8535 -2.3378 5.7192 0.008 0.008 0.010
H 1.9100 -3.0514 4.4075 0.046 -0.052 0.027
C 13.3888 -0.9847 0.4861 0.082 0.099 -0.053
O 12.4039 -1.9302 0.8785 0.085 -0.099 0.072
C 11.1264 -1.7121 0.5573 -0.361 -0.001 -0.040
C 10.6603 -0.6128 -0.1649 0.273 0.103 -0.050
C 9.3101 -0.4810 -0.4296 -0.280 -0.139 0.056
C 8.3934 -1.4296 0.0192 0.387 -0.013 -0.015
C 8.8737 -2.5399 0.7341 -0.138 0.149 -0.104
C 10.2104 -2.6782 0.9999 0.181 0.019 -0.007
C 6.9602 -1.2831 -0.1369 -0.375 -0.154 0.142
N 6.0762 -2.0990 0.4131 0.083 -0.157 0.053
C 4.8617 -1.5490 0.1825 0.203 0.485 -0.310
C 4.9868 -0.3703 -0.5530 -0.215 -0.433 0.191
N 6.3324 -0.2334 -0.7620 0.176 -0.002 -0.098
C 3.8800 0.4566 -0.8774 -0.227 -0.152 0.178
C 3.8669 1.5562 -1.7461 -0.441 0.165 0.068
C 2.7093 2.3013 -1.8389 0.610 -0.065 -0.196
C 1.6092 1.9861 -1.0554 -0.642 0.074 0.363
N 1.5550 0.9101 -0.2660 1.033 0.391 -0.989
C 2.6718 0.1257 -0.2240 0.184 0.265 -0.172
C 2.5446 -1.0510 0.5420 -0.023 -0.409 0.140
N 1.3179 -1.2393 1.0930 0.964 -1.022 0.101
C 1.0771 -2.4263 1.6484 -0.451 0.188 -0.094
C 2.0328 -3.4268 1.7386 0.487 -0.166 -0.107
C 3.3203 -3.1995 1.2910 -0.376 -0.060 0.128
C 3.5916 -1.9797 0.6712 -0.147 0.485 -0.077
H 14.3318 -1.3677 0.8631 -0.015 0.012 -0.008
H 13.1927 -0.0051 0.9276 -0.018 -0.022 0.002
H 13.4431 -0.8972 -0.6011 -0.026 -0.019 0.010
H 11.3447 0.1460 -0.5154 -0.003 -0.017 -0.015
H 8.9795 0.3856 -0.9901 0.040 0.044 0.003
H 8.1619 -3.2755 1.0779 0.026 -0.049 0.050
H 10.5926 -3.5199 1.5605 -0.025 -0.037 -0.012
H 6.7960 0.5191 -1.2411 0.024 -0.006 0.007
H 4.7455 1.8220 -2.3185 -0.003 0.023 -0.028
H 2.6668 3.1658 -2.4861 -0.089 0.015 0.015
H 0.7503 2.6396 -1.0346 0.007 -0.073 -0.017
H 0.0773 -2.5990 2.0261 0.004 0.060 0.011
H 1.7611 -4.3778 2.1729 -0.051 0.017 0.042
H 4.1017 -3.9395 1.3927 0.022 -0.018 -0.009
O -1.2770 -1.0095 0.2301 0.311 0.375 -0.447
N -1.6799 -2.2416 -0.1172 0.314 -0.954 -0.089
C -2.9071 -2.5860 0.3552 -0.390 0.088 0.286
C -3.4109 -3.8318 0.1786 -0.025 0.116 0.076
C -2.6344 -4.7784 -0.5185 0.275 0.040 -0.185
C -1.4386 -4.4023 -1.0584 -0.521 -0.227 0.148
C -0.9208 -3.0905 -0.9086 0.793 0.689 -0.095
S 0.5099 -2.5985 -1.6390 -0.128 -0.250 0.643
H -3.4235 -1.7914 0.8746 0.048 0.036 -0.048
H -4.3853 -4.0817 0.5690 -0.021 0.062 0.024
H -2.9909 -5.7921 -0.6367 -0.015 -0.011 -0.036
H -0.8343 -5.0953 -1.6238 0.031 0.038 -0.020
C 0.8968 -2.4808 -6.1150 -0.082 0.308 0.176
N -0.4260 -1.8810 -5.9924 -0.376 -0.400 -0.319
C -0.5057 -0.6918 -6.8301 0.243 -0.044 0.309
N 0.5356 0.2684 -6.4923 0.019 0.541 -0.783
C 1.8392 -0.3643 -6.6209 -0.280 -0.058 0.284
N 1.9545 -1.5376 -5.7653 0.558 -0.307 -0.251
C 1.9545 -1.1969 -4.3580 -0.236 0.139 0.378
P 0.3617 -0.3702 -3.7447 0.100 0.310 -1.073
C -0.7760 -1.6142 -4.6138 0.074 0.211 0.281
C 0.3354 0.8697 -5.1965 -0.006 -0.325 0.662
H 1.0432 -2.7959 -7.1497 0.004 0.001 0.016
H 0.9576 -3.3552 -5.4639 0.013 0.002 -0.012
H -1.4860 -0.2266 -6.7051 0.011 -0.004 -0.025
H -0.3833 -0.9859 -7.8739 -0.003 -0.009 0.012
H 2.6183 0.3560 -6.3593 0.003 -0.016 -0.029
H 1.9732 -0.6761 -7.6580 0.027 0.012 0.006
H 2.7860 -0.5110 -4.1605 0.026 -0.028 0.018
H 2.1221 -2.1033 -3.7704 0.058 0.020 -0.026
H -1.8031 -1.2405 -4.5704 -0.004 -0.025 0.022
H -0.7286 -2.5504 -4.0571 -0.087 0.014 0.046
H 1.1242 1.6086 -5.0137 -0.074 0.051 -0.036
H -0.6259 1.3880 -5.1873 0.000 0.092 0.016
```
Positions in Å, forces in eV/Å.

---

Record 3
C25H20F6MoN7O2SSb | ωB97M-V/def2-TZVPD

The HOMO-LUMO gap (alpha / beta) is 7.676 / 5.670 eV. Its HOMO energy (alpha / beta) is -17.173 / -17.196 eV. For the total energy, the calculation gives -2803.53300 a.u. The net charge is +3. The energy above the lowest of the compared OMol25 structures with the same formula, charge and spin comes out at 0.000 eV. The expectation value of S² is 3.81. Its spin multiplicity is 4.

Geometry as XYZ:
```
63
Properties=species:S:1:pos:R:3:forces:R:3
Mo -0.4398 0.4660 0.4796 -0.126 -0.173 -0.065
C 1.5921 1.5832 4.2576 0.002 0.013 0.009
C 0.5327 1.8210 5.1151 -0.012 -0.005 -0.011
C -0.7646 1.7351 4.6262 0.024 0.024 0.015
C -0.9675 1.4010 3.3030 0.014 0.080 0.024
N 0.0731 1.1359 2.4768 -0.089 -0.114 -0.116
C 1.3246 1.2381 2.9470 0.032 -0.037 -0.028
C -2.2988 1.3293 2.6740 -0.057 0.000 -0.008
C -3.4935 1.5343 3.3390 0.011 -0.010 0.016
C -4.6812 1.4172 2.6346 -0.008 -0.004 -0.027
C -4.6579 1.0789 1.2900 -0.022 -0.008 0.030
C -3.4372 0.8759 0.6753 0.031 -0.029 -0.022
N -2.2894 1.0308 1.3594 0.097 0.253 -0.006
C -3.2546 0.4633 -0.7282 0.011 0.039 -0.006
C -4.3036 0.2275 -1.5936 -0.004 0.018 0.008
C -4.0325 -0.1480 -2.9017 0.017 -0.006 -0.018
C -2.7144 -0.2703 -3.3040 -0.024 0.011 0.007
C -1.7116 -0.0328 -2.3843 -0.020 0.062 0.011
N -1.9658 0.3241 -1.1177 0.104 -0.003 0.071
H 2.6173 1.6519 4.5920 0.001 0.000 -0.002
H 0.7069 2.0776 6.1515 0.001 0.001 0.000
H -1.6009 1.9336 5.2795 -0.005 0.001 -0.004
H 2.1281 1.0314 2.2549 -0.011 -0.003 0.024
H -3.5097 1.7743 4.3912 0.007 -0.001 0.001
H -5.6262 1.5773 3.1365 -0.001 -0.001 -0.001
H -5.5818 0.9691 0.7429 0.005 -0.007 -0.007
H -5.3257 0.3327 -1.2620 0.002 0.001 0.004
H -4.8430 -0.3366 -3.5929 0.001 0.001 -0.001
H -2.4580 -0.5490 -4.3158 0.005 -0.001 0.001
H -0.6716 -0.1248 -2.6555 -0.015 -0.007 -0.003
N 4.6492 -4.5935 -3.2362 0.009 -0.013 -0.007
C 4.0946 -3.5547 -2.6457 -0.052 0.046 -0.008
C 2.7592 -3.1580 -2.9925 0.057 -0.011 -0.046
C 2.1804 -2.1080 -2.3444 0.050 0.083 0.041
C 2.9089 -1.4356 -1.3482 -0.086 -0.167 0.032
C 4.2319 -1.7691 -1.0205 0.008 -0.015 0.061
C 4.8287 -2.8209 -1.6567 0.003 -0.013 0.005
S 2.1749 -0.1600 -0.3651 0.047 0.403 -0.203
O 1.3245 -0.7641 0.7041 0.164 -0.146 0.057
O 3.2199 0.6964 0.0803 0.047 -0.032 -0.027
N 0.9717 0.5612 -1.1570 0.068 -0.085 -0.055
C 1.0377 1.9719 -1.2505 -0.194 0.161 0.094
N 0.1561 2.4674 -0.3664 0.076 -0.218 0.182
C 0.0596 3.8010 -0.2782 -0.114 0.011 -0.037
C 0.8484 4.5975 -1.0825 0.014 0.007 -0.031
C 1.7188 3.9674 -1.9659 -0.014 -0.010 0.011
N 1.8143 2.6334 -2.0549 0.015 -0.028 -0.037
H 4.1548 -5.1380 -3.9345 -0.001 0.003 -0.005
H 5.5899 -4.8961 -3.0067 0.001 -0.001 -0.004
H 2.2215 -3.7087 -3.7537 -0.005 -0.001 0.005
H 1.1704 -1.8108 -2.5789 -0.079 -0.008 0.017
H 4.7663 -1.2063 -0.2677 0.011 0.001 -0.007
H 5.8439 -3.1117 -1.4175 0.001 0.003 0.000
H -0.6491 4.2078 0.4314 0.013 0.000 0.011
H 0.7922 5.6746 -1.0288 -0.011 0.000 0.006
H 2.3597 4.5392 -2.6254 0.005 0.002 0.004
F -1.0675 -1.2418 1.2052 0.104 -0.031 -0.109
Sb -0.4389 -3.4517 0.4504 -0.527 0.025 -0.074
F 0.3031 -3.2220 2.1333 0.027 -0.263 0.019
F 1.3429 -3.5796 -0.1571 0.081 0.285 0.007
F -0.7583 -5.0035 -0.5098 0.140 -0.153 0.228
F -0.8218 -2.3175 -1.0121 0.227 -0.066 0.050
F -2.1336 -3.6144 1.1816 -0.049 0.138 -0.074
```
Positions in Å, forces in eV/Å.